a | C28H36N7OTc | ωB97M-V/def2-TZVPD

Structure (XYZ):
```
73
C28H36N7OTc | the OMol25 dataset | ωB97M-V/def2-TZVPD
Tc -0.15 -0.86 -0.07
C 0.65 -3.81 -1.73
C 0.86 -2.45 -2.41
C 2.26 -1.91 -2.28
C 3.15 -2.04 -3.32
C 4.46 -1.58 -3.21
C 4.89 -0.98 -2.03
C 4.06 -0.84 -0.94
C 4.55 -0.07 0.26
C 5.73 -0.75 0.97
C 2.73 -1.36 -1.05
N 1.86 -1.36 0.03
C 2.30 -1.68 1.25
C 1.37 -1.61 2.27
C 1.36 -1.92 3.66
C 0.08 -1.68 4.11
C -0.67 -1.23 3.00
N 0.09 -1.18 1.89
H -0.33 -4.22 -1.97
H 0.75 -3.75 -0.64
H 1.40 -4.51 -2.08
H 0.13 -1.71 -2.03
H 0.62 -2.55 -3.47
H 2.82 -2.51 -4.24
H 5.14 -1.68 -4.04
H 5.90 -0.58 -1.98
H 3.75 0.13 0.96
H 4.90 0.91 -0.10
H 5.49 -1.77 1.28
H 6.00 -0.18 1.86
H 6.61 -0.80 0.33
H 3.31 -2.04 1.42
H 2.20 -2.28 4.24
H -0.28 -1.81 5.11
H -1.71 -0.94 2.98
C -4.92 2.22 1.09
C -3.68 2.70 0.38
N -2.78 1.57 0.16
C -3.14 0.28 0.11
N -2.17 -0.65 -0.13
C -2.63 -2.01 -0.39
C -3.74 -2.40 0.57
C -4.89 -1.44 0.33
N -4.42 -0.05 0.27
C -5.45 0.99 0.36
H -5.69 2.99 1.10
H -4.70 1.96 2.13
H -3.15 3.46 0.97
H -3.94 3.16 -0.57
H -1.81 1.78 0.00
H -1.77 -2.71 -0.26
H -2.97 -2.11 -1.42
H -3.38 -2.31 1.60
H -4.06 -3.43 0.41
H -5.61 -1.51 1.15
H -5.42 -1.69 -0.59
H -6.31 0.57 0.88
H -5.78 1.26 -0.65
N 0.72 6.22 -0.98
C -0.04 5.33 -0.33
O -1.10 5.53 0.23
C 0.40 3.88 -0.31
C 0.60 3.25 0.92
C 0.61 1.87 0.99
N 0.39 1.11 -0.11
C 0.32 1.71 -1.31
C 0.33 3.08 -1.45
H 0.43 7.19 -0.99
H 1.61 5.99 -1.38
H 0.70 3.83 1.83
H 0.73 1.36 1.93
H 0.19 1.07 -2.18
H 0.23 3.52 -2.43
```

Calculated values
2S+1: 4
Gap between HOMO and LUMO (alpha / beta) in eV: 7.6 / 5.4
Net charge: +3
<S²>: 3.8298
Lowest unoccupied orbital energy (alpha / beta) in Eh: -0.3522 / -0.4351

b | C28H36N7OTc | ωB97M-V/def2-TZVPD

Structure (XYZ):
```
73
C28H36N7OTc | the OMol25 dataset | ωB97M-V/def2-TZVPD
Tc 0.54 0.33 -0.42
C 2.93 0.04 -1.75
C 2.46 -1.33 -1.26
C 1.65 -2.13 -2.26
C 2.19 -3.27 -2.80
C 1.48 -4.01 -3.76
C 0.21 -3.61 -4.15
C -0.38 -2.46 -3.64
C -1.81 -2.18 -4.01
C -2.00 -1.93 -5.52
C 0.39 -1.67 -2.73
N -0.03 -0.44 -2.25
C -0.70 0.42 -3.02
C -1.07 1.62 -2.42
C -1.81 2.75 -2.87
C -1.86 3.61 -1.80
C -1.14 3.01 -0.74
N -0.67 1.81 -1.09
H 3.75 0.41 -1.13
H 2.15 0.83 -1.79
H 3.30 -0.04 -2.77
H 1.89 -1.27 -0.29
H 3.34 -1.92 -0.99
H 3.18 -3.60 -2.50
H 1.91 -4.91 -4.17
H -0.36 -4.22 -4.84
H -2.23 -1.35 -3.44
H -2.40 -3.06 -3.74
H -1.25 -1.24 -5.92
H -2.99 -1.52 -5.70
H -1.93 -2.85 -6.09
H -0.91 0.23 -4.06
H -2.24 2.89 -3.84
H -2.35 4.58 -1.78
H -0.99 3.43 0.25
C -2.78 0.88 4.13
C -1.54 1.61 3.65
N -1.13 1.06 2.35
C -1.43 -0.16 1.90
N -0.96 -0.53 0.67
C -1.53 -1.74 0.03
C -2.80 -2.21 0.71
C -2.52 -2.32 2.20
N -2.13 -0.99 2.67
C -2.51 -0.61 4.04
H -3.64 1.14 3.51
H -3.01 1.15 5.16
H -0.73 1.49 4.37
H -1.74 2.67 3.53
H -0.69 1.68 1.70
H -0.79 -2.54 0.04
H -1.77 -1.51 -1.00
H -3.11 -3.17 0.30
H -3.60 -1.49 0.54
H -1.73 -3.05 2.40
H -3.41 -2.62 2.74
H -1.70 -0.90 4.73
H -3.39 -1.18 4.32
N 4.38 3.00 5.17
C 4.20 3.43 3.91
O 4.72 4.41 3.42
C 3.26 2.63 3.02
C 2.75 3.31 1.91
C 1.92 2.65 1.03
N 1.57 1.36 1.19
C 2.07 0.70 2.24
C 2.91 1.29 3.17
H 5.00 3.55 5.75
H 3.98 2.18 5.56
H 3.04 4.34 1.74
H 1.53 3.18 0.17
H 1.78 -0.34 2.35
H 3.30 0.69 3.99
```

Calculated values
2S+1: 4
Gap between HOMO and LUMO (alpha / beta) in eV: 7.5 / 5.0
Net charge: +3
<S²>: 3.8318
Lowest unoccupied orbital energy (alpha / beta) in Eh: -0.3489 / -0.4398

The winner here is b, beating the second structure by 0.119 eV.